DFT (ωB97M-V/def2-TZVPD) results for a molecular structure, C31H50O2P2Sc.

Last column: Mulliken charge in e.
Cartesian coordinates (Å):
1 Sc 0.165 0.073 -0.145  -1.067
2 P -0.348 2.814 0.186  1.354
3 P -2.258 -1.550 -0.577  1.135
4 O -3.292 1.061 1.799  -0.844
5 O -1.183 0.203 1.789  1.695
6 C -0.475 1.538 -4.329  -1.558
7 C -1.895 -0.399 6.128  -0.706
8 C 3.332 1.147 0.501  -1.547
9 C 2.644 1.277 -3.355  -0.610
10 C -3.734 -0.530 -0.880  -1.050
11 C -3.161 -0.095 6.660  -0.487
12 C 1.765 2.286 -3.335  -0.177
13 C -2.217 -2.648 -2.042  -1.321
14 C 1.180 3.792 -0.010  -1.220
15 C 1.367 -2.050 0.448  0.522
16 C -0.427 0.514 -3.219  -0.245
17 C -1.378 3.345 -1.225  -1.091
18 C 0.422 -0.530 -3.291  0.502
19 C 2.191 -1.079 -0.208  0.626
20 C 0.754 2.473 -4.439  -1.232
21 C 2.404 0.008 0.720  0.138
22 C -1.152 3.612 1.611  -1.311
23 C 1.140 -1.603 1.785  1.104
24 C -2.822 -2.680 0.744  -1.103
25 C 1.022 -3.389 -0.099  -1.662
26 C 2.916 -1.294 -1.471  -0.807
27 C 1.751 -0.332 1.943  1.201
28 C -2.577 0.297 3.870  0.454
29 C 1.917 0.421 3.212  -1.544
30 C -4.123 0.416 5.790  -0.531
31 C -1.624 -0.191 4.767  0.644
32 C -3.855 0.614 4.427  -0.812
33 C -2.327 0.531 2.376  -0.812
34 C 2.643 0.232 -4.435  -1.528
35 C 0.550 -2.430 2.863  -1.725
36 C 1.393 -0.689 -4.439  -1.497
37 H 0.362 -3.458 2.524  0.492
38 H 3.321 1.467 -0.556  0.243
39 H -4.640 1.015 3.797  0.451
40 H 1.843 1.497 3.033  0.268
41 H 2.893 0.219 3.683  0.324
42 H -3.379 -0.257 7.715  0.394
43 H 1.788 -4.137 0.162  0.357
44 H -1.262 0.555 -2.511  0.343
45 H -1.166 4.697 1.482  0.520
46 H 1.135 0.158 3.927  0.416
47 H -0.810 3.278 -2.161  0.053
48 H 3.800 -1.936 -1.330  0.332
49 H -3.827 0.218 -0.073  0.114
50 H -2.061 -2.032 -2.943  0.306
51 H -3.788 -3.119 0.458  0.515
52 H 4.371 0.864 0.746  0.290
53 H 2.279 -1.762 -2.224  0.114
54 H 1.806 3.334 -0.793  0.049
55 H 0.399 3.519 -4.425  0.421
56 H 3.254 -0.342 -1.888  0.069
57 H 1.772 -1.726 -4.439  0.475
58 H 1.928 3.171 -2.723  0.789
59 H 0.895 -0.558 -5.420  0.393
60 H -3.165 -3.204 -2.109  0.524
61 H 2.727 0.680 -5.439  0.579
62 H -2.171 3.207 1.730  0.315
63 H -0.621 -0.412 4.381  -0.257
64 H -2.249 2.678 -1.298  0.222
65 H -1.358 2.185 -4.188  0.463
66 H 3.070 2.011 1.122  0.353
67 H 0.060 -3.752 0.286  0.326
68 H -2.932 -2.119 1.685  0.200
69 H -4.616 -1.181 -0.896  0.473
70 H -0.598 1.061 -5.324  0.497
71 H -2.074 -3.467 0.912  0.276
72 H -5.104 0.656 6.194  0.394
73 H 1.741 3.771 0.941  0.338
74 H -0.417 -2.021 3.184  0.155
75 H -1.719 4.379 -1.050  0.595
76 H -1.137 -0.801 6.791  0.434
77 H 1.212 2.326 -5.436  0.352
78 H 0.922 4.819 -0.286  0.516
79 H -3.631 -0.014 -1.840  0.345
80 H 3.536 -0.398 -4.315  0.263
81 H 0.967 -3.365 -1.195  0.217
82 H -0.595 3.341 2.521  0.316
83 H 1.204 -2.471 3.751  0.304
84 H 0.275 -1.425 -2.679  0.753
85 H 3.576 1.359 -2.801  1.139
86 H -1.367 -3.343 -1.949  0.294

Its spin multiplicity is 1. The value obtained for the HOMO energy is -10.86 eV. The orbital gap comes out at 8.07 eV. The net charge is +1. As for the strongest force on any atom: 3.39 eV/A.



DFT (ωB97M-V/def2-TZVPD) results for a molecular structure, C51H35N9SW.

Last column: Mulliken spin population.
Cartesian coordinates (Å):
1 W -16.511 -9.045 10.992  1.128
2 S -18.834 -6.757 14.455  -0.010
3 N -18.211 -6.054 11.059  0.076
4 N -16.437 -9.139 12.786  -0.132
5 N -16.162 -7.038 10.300  0.019
6 N -14.615 -9.540 10.397  0.003
7 N -18.517 -8.427 10.413  -0.002
8 N -14.865 -11.934 10.651  0.037
9 N -19.383 -10.638 9.844  0.013
10 N -17.075 -10.863 10.364  0.002
11 N -13.736 -7.356 9.894  0.003
12 C -20.463 -8.416 9.232  0.012
13 C -18.596 -4.885 12.017  -0.103
14 C -19.963 -2.860 12.024  -0.057
15 C -18.368 -11.359 10.243  -0.018
16 C -17.250 -6.523 15.102  0.017
17 C -18.354 -12.755 10.439  0.007
18 C -15.017 -5.284 9.384  0.006
19 C -16.631 -14.477 10.630  -0.011
20 C -11.061 -8.837 10.560  0.002
21 C -14.916 -12.860 19.813  0.000
22 C -19.012 -7.123 10.543  0.024
23 C -15.668 -2.625 9.065  -0.001
24 C -15.560 -13.826 17.697  0.000
25 C -19.349 -13.697 10.465  -0.006
26 C -16.196 -11.974 10.515  -0.017
27 C -20.973 -6.035 9.164  0.012
28 C -11.691 -11.604 10.682  -0.008
29 C -15.422 -5.149 15.905  0.003
30 C -15.858 -13.495 19.035  0.000
31 C -16.997 -13.112 10.623  -0.006
32 C -19.785 -4.169 14.086  -0.140
33 C -17.660 -15.447 10.654  0.000
34 C -13.455 -12.720 17.884  0.000
35 C -16.954 -5.981 10.500  -0.004
36 C -18.986 -15.018 10.579  -0.003
37 C -19.149 -5.256 13.442  0.402
38 C -14.120 -4.420 8.664  0.002
39 C -10.058 -9.786 10.545  -0.008
40 C -14.419 -13.319 17.116  0.000
41 C -20.117 -7.062 9.633  -0.043
42 C -16.503 -3.372 9.880  0.003
43 C -21.557 -8.648 8.378  -0.006
44 C -19.456 -9.282 9.816  -0.010
45 C -22.363 -7.597 7.950  0.007
46 C -12.697 -11.647 20.073  0.000
47 C -13.608 -8.568 10.453  -0.011
48 C -12.364 -9.263 10.782  -0.008
49 C -16.585 -5.308 15.168  -0.003
50 C -14.936 -6.707 9.702  -0.014
51 C -13.697 -12.484 19.238  0.000
52 C -14.871 -6.213 16.631  -0.002
53 C -20.225 -3.033 13.382  0.396
54 C -16.643 -7.660 15.714  0.000
55 C -14.092 -10.801 10.656  -0.006
56 C -15.505 -7.449 16.510  0.002
57 C -12.692 -10.628 10.823  -0.001
58 C -16.220 -4.794 9.980  -0.023
59 C -14.444 -3.118 8.549  0.004
60 C -22.065 -6.303 8.385  0.003
61 C -10.410 -11.187 10.636  0.004
62 C -19.283 -3.786 11.339  0.346
63 H -19.955 -4.294 15.203  -0.002
64 H -21.785 -9.750 8.122  0.000
65 H -16.192 -8.543 13.541  0.005
66 H -15.948 -1.581 8.886  0.000
67 H -13.242 -4.801 8.170  0.000
68 H -11.668 -11.807 19.683  0.000
69 H -13.815 -2.423 7.990  0.000
70 H -19.189 -3.841 10.275  0.006
71 H -17.099 -8.688 15.588  -0.001
72 H -20.328 -1.918 11.556  0.000
73 H -12.471 -12.551 17.450  0.000
74 H -16.956 -4.425 14.685  0.002
75 H -14.957 -4.145 16.035  0.000
76 H -15.084 -8.321 17.022  0.000
77 H -17.365 -16.458 10.726  0.000
78 H -20.841 -2.303 13.968  0.007
79 H -9.674 -11.921 10.771  0.000
80 H -16.849 -13.805 19.452  0.000
81 H -14.012 -6.020 17.324  0.000
82 H -17.385 -2.930 10.316  0.010
83 H -23.236 -7.786 7.336  0.000
84 H -14.323 -13.183 16.055  0.000
85 H -10.953 -7.758 10.385  0.000
86 H -19.741 -15.781 10.677  0.000
87 H -15.069 -12.469 20.785  0.000
88 H -12.872 -10.597 19.932  0.000
89 H -12.591 -11.854 21.120  0.000
90 H -16.264 -14.360 17.085  0.000
91 H -22.759 -5.490 8.195  0.000
92 H -20.392 -13.450 10.487  -0.001
93 H -9.045 -9.491 10.408  0.000
94 H -12.018 -12.616 10.600  0.000
95 H -17.570 -4.507 12.214  0.105
96 H -20.911 -5.004 9.548  -0.008
97 H -15.618 -14.799 10.612  -0.001

Its spin multiplicity is 3. The value obtained for the HOMO energy (alpha / beta) is -11.70 / -11.70 eV. The orbital gap (alpha / beta) comes out at 3.32 / 3.39 eV. As for the expectation value of S²: 2.08. The net charge is +2. The value obtained for the energy relative to the best compared isomer or geometry (same formula, charge and spin) is 458.8 kJ/mol. As for the strongest force on any atom: 4.88 eV/A.